[1]
{"formula": "C26H38BClMgN10O", "method": "the ωB97M-V functional and the def2-TZVPD basis", "elements": ["Mg", "C", "C", "C", "C", "C", "N", "N", "B", "N", "N", "C", "C", "C", "C", "C", "N", "N", "C", "C", "C", "C", "C", "H", "H", "H", "H", "H", "H", "H", "H", "H", "H", "H", "H", "H", "H", "H", "H", "H", "H", "H", "H", "H", "H", "Cl", "C", "C", "C", "C", "N", "C", "H", "H", "H", "H", "C", "N", "C", "C", "O", "N", "C", "C", "H", "H", "H", "H", "H", "H", "H", "H", "H", "H", "H", "H", "N", "C"], "coordinates": [[-0.5006, -0.3760, 0.7405], [2.7969, -1.4234, 1.9331], [2.4632, 0.0317, 1.9703], [3.2600, 1.1034, 2.3853], [2.4790, 2.2295, 2.2086], [2.7965, 3.6576, 2.5081], [1.2964, 1.8375, 1.7095], [1.2812, 0.4766, 1.5560], [0.0364, 2.6733, 1.3218], [-0.2115, 2.5155, -0.2011], [-0.4880, 1.2925, -0.7611], [-0.6118, 1.5073, -2.0661], [-0.9096, 0.4093, -3.0359], [-0.4164, 2.8611, -2.3647], [-0.1658, 3.4652, -1.1518], [0.1074, 4.8998, -0.8377], [-1.2022, 2.1806, 2.1108], [-1.7696, 0.9674, 1.8206], [-2.7956, 0.8181, 2.6506], [-3.6226, -0.4257, 2.6472], [-2.9063, 1.9372, 3.4840], [-1.8751, 2.7734, 3.1106], [-1.4862, 4.1082, 3.6544], [3.6218, -1.6386, 2.6119], [1.9411, -2.0306, 2.2285], [3.1050, -1.7249, 0.9284], [4.2605, 1.0605, 2.7835], [3.8174, 3.7273, 2.8806], [2.7109, 4.2904, 1.6244], [2.1278, 4.0682, 3.2652], [0.2469, 3.8261, 1.5759], [-0.8945, -0.5636, -2.5489], [-1.8934, 0.5537, -3.4880], [-0.1767, 0.4101, -3.8453], [-0.4584, 3.3353, -3.3317], [0.1143, 5.4785, -1.7604], [-0.6542, 5.3144, -0.1772], [1.0707, 5.0337, -0.3455], [-3.6041, -0.9127, 1.6724], [-3.2414, -1.1503, 3.3670], [-4.6598, -0.1976, 2.8948], [-3.6371, 2.1145, 4.2556], [-2.1574, 4.3773, 4.4686], [-0.4682, 4.0991, 4.0452], [-1.5414, 4.8874, 2.8939], [3.0657, -2.4841, -4.6947], [2.9388, -1.3155, -3.4141], [3.8027, -0.2408, -3.3454], [3.6337, 0.6553, -2.3048], [2.6183, 0.4363, -1.3862], [1.7918, -0.6073, -1.4533], [1.9518, -1.4668, -2.4558], [4.5771, -0.1125, -4.0896], [4.2801, 1.5168, -2.2076], [2.4464, 1.1233, -0.5652], [1.2638, -2.3031, -2.5205], [-3.4230, -2.2598, -1.9804], [-2.3302, -3.2125, -1.9147], [-2.2096, -4.0912, -3.0650], [-1.2642, -2.9364, -1.0976], [-1.0918, -1.7761, -0.6873], [-0.4395, -3.9558, -0.7609], [0.8658, -3.6866, -0.1740], [-0.9268, -5.3120, -0.5482], [-4.3800, -2.7775, -1.8965], [-3.4065, -1.7176, -2.9306], [-3.3352, -1.5412, -1.1734], [-2.3271, -3.5068, -3.9822], [-2.9695, -4.8757, -3.0594], [-1.2327, -4.5598, -3.0872], [1.1482, -2.6515, -0.3393], [1.6095, -4.3311, -0.6487], [0.8328, -3.8650, 0.8992], [-2.0105, -5.3378, -0.6069], [-0.6341, -5.6173, 0.4574], [-0.5088, -6.0224, -1.2649], [-0.8027, -3.0088, 2.7672], [-0.7200, -2.0376, 2.1384]], "forces_ev_per_a": [[-0.09, -0.18, -0.36], [0.10, -0.02, 0.03], [-0.13, -0.23, -0.06], [0.07, -0.04, 0.05], [-0.09, 0.19, -0.01], [0.09, 0.01, 0.03], [-0.32, -0.32, -0.15], [0.06, 0.48, 0.13], [0.06, -0.01, 0.01], [-0.10, -0.34, 0.15], [0.11, 0.43, 0.15], [-0.03, -0.31, -0.05], [-0.03, -0.04, -0.05], [0.00, 0.06, -0.05], [0.05, 0.10, 0.20], [-0.01, 0.05, -0.14], [0.08, -0.29, -0.37], [0.12, 0.33, 0.25], [0.02, -0.22, -0.08], [-0.08, 0.00, -0.02], [-0.08, 0.02, 0.04], [0.16, 0.16, -0.03], [-0.08, 0.02, 0.10], [0.00, 0.01, -0.01], [-0.03, 0.05, -0.01], [-0.01, 0.01, 0.00], [-0.02, 0.01, -0.01], [-0.01, 0.02, 0.00], [0.00, -0.03, -0.03], [-0.01, -0.03, 0.01], [-0.03, -0.11, -0.01], [0.01, 0.13, 0.02], [0.00, 0.02, 0.00], [0.01, 0.01, 0.00], [0.00, -0.02, 0.02], [-0.01, -0.01, 0.01], [-0.02, 0.00, -0.01], [0.02, -0.04, -0.01], [0.04, 0.04, -0.02], [0.03, 0.01, 0.02], [0.02, 0.01, 0.02], [0.01, -0.01, -0.02], [0.00, 0.00, -0.01], [0.01, -0.02, -0.01], [0.00, -0.02, -0.02], [0.01, 0.06, 0.05], [-0.05, -0.13, -0.11], [0.08, 0.03, -0.06], [-0.01, 0.05, 0.02], [-0.12, -0.02, 0.04], [0.18, -0.17, -0.06], [-0.04, 0.18, 0.03], [0.00, 0.00, 0.01], [-0.01, 0.00, 0.01], [0.03, 0.00, -0.02], [0.01, 0.00, 0.04], [0.01, 0.06, -0.09], [0.07, -0.10, 0.07], [-0.07, -0.10, 0.12], [-0.12, 0.18, 0.25], [0.17, 0.32, -0.07], [0.01, -0.08, -0.20], [-0.06, 0.08, 0.04], [0.00, 0.06, -0.03], [0.02, -0.06, -0.02], [0.00, 0.03, 0.02], [0.00, 0.00, 0.03], [-0.01, 0.00, 0.00], [-0.03, 0.01, 0.02], [0.11, -0.04, 0.05], [-0.08, -0.03, 0.05], [-0.01, -0.05, 0.02], [0.06, -0.04, 0.04], [-0.04, 0.01, -0.05], [-0.03, -0.01, 0.00], [0.03, 0.02, -0.04], [-0.03, -0.02, -0.03], [0.07, -0.12, 0.15]], "lowdin_charge": [0.5480, -0.0185, -0.3363, 0.0168, -0.2783, -0.0170, 0.0343, 0.0509, -0.4826, 0.0342, 0.0700, -0.3335, -0.0258, 0.0139, -0.2761, -0.0223, 0.0356, 0.0506, -0.3258, -0.0326, 0.0200, -0.2730, -0.0200, 0.0814, 0.0503, 0.0711, 0.1089, 0.0804, 0.0744, 0.0775, 0.1103, 0.0419, 0.0803, 0.0812, 0.1088, 0.0798, 0.0829, 0.0721, 0.0650, 0.0740, 0.0773, 0.1088, 0.0798, 0.0769, 0.0795, 0.6672, -0.6444, -0.0872, -0.0369, -0.1154, 0.0892, -0.1757, 0.1107, 0.1098, 0.0999, 0.1009, -0.0348, -0.1316, -0.0486, -0.4811, -0.0799, -0.1111, -0.0580, -0.0385, 0.0926, 0.0860, 0.0862, 0.0902, 0.0916, 0.0831, 0.0423, 0.1005, 0.0663, 0.0924, 0.0948, 0.0879, -0.0423, -0.3012], "e_tot_ha": -2321.745315, "homo_lumo_gap_ha": 0.330, "de_lowest_kj_mol": 0.0}

***

[2]
{"formula": "C26H38ClHoN9O6S", "method": "the ωB97M-V functional and the def2-TZVPD basis", "elements": ["Ho", "N", "C", "C", "N", "C", "C", "N", "H", "H", "H", "H", "H", "H", "H", "H", "H", "H", "H", "H", "H", "C", "C", "C", "C", "C", "C", "C", "S", "O", "O", "N", "C", "C", "C", "C", "C", "C", "C", "C", "N", "C", "H", "H", "H", "H", "H", "H", "H", "H", "H", "H", "H", "H", "H", "O", "Cl", "O", "O", "O", "C", "N", "C", "N", "C", "N", "C", "N", "C", "C", "H", "H", "H", "H", "H", "H", "H", "H", "H", "H", "H", "H"], "coordinates": [[0.3509, -0.6077, 0.0614], [-1.4053, 0.8721, -1.1692], [-1.9640, 2.0691, -0.5130], [-1.8024, 1.9440, 1.0103], [-0.4373, 1.5284, 1.3527], [0.5669, 2.6021, 1.3773], [1.2104, 2.8200, 0.0003], [1.6015, 1.5197, -0.5556], [-0.9857, 1.1142, -2.0722], [-2.1701, 0.2288, -1.3639], [-3.0256, 2.2038, -0.7443], [-1.4385, 2.9602, -0.8560], [-2.4810, 1.1670, 1.3766], [-2.0689, 2.8994, 1.4848], [-0.4650, 1.1152, 2.2813], [1.3594, 2.2822, 2.0569], [0.1357, 3.5439, 1.7398], [2.0628, 3.4998, 0.1234], [0.5074, 3.2909, -0.6861], [2.4917, 1.2347, -0.1383], [1.7553, 1.5979, -1.5593], [1.3762, 0.8639, 8.2020], [1.4103, 0.3258, 6.8097], [2.5360, -0.3044, 6.2914], [2.5307, -0.8251, 5.0067], [1.3898, -0.7068, 4.2349], [0.2669, -0.0652, 4.7267], [0.2780, 0.4485, 6.0079], [1.2947, -1.3966, 2.5875], [1.8794, -0.3703, 1.6849], [1.9284, -2.6753, 2.5498], [-0.2419, -1.3681, 2.1092], [-1.0606, -2.4684, 2.2688], [-1.1218, -3.2466, 3.4093], [-2.0555, -4.2824, 3.5247], [-2.9335, -4.5644, 2.5102], [-2.8774, -3.8339, 1.3061], [-3.7020, -4.1051, 0.1952], [-3.5139, -3.4086, -0.9692], [-2.5359, -2.4066, -1.0129], [-1.7856, -2.0662, 0.0210], [-1.9280, -2.7825, 1.1714], [2.2450, 0.5556, 8.7743], [0.4783, 0.5143, 8.7061], [1.3421, 1.9523, 8.1820], [3.4192, -0.4029, 6.9039], [3.3901, -1.3400, 4.6087], [-0.6193, -0.0189, 4.1105], [-0.6019, 0.9294, 6.4063], [-0.4394, -3.0369, 4.2194], [-2.0772, -4.8600, 4.4375], [-3.6584, -5.3573, 2.6136], [-4.4615, -4.8697, 0.2702], [-4.1056, -3.6074, -1.8492], [-2.3542, -1.8720, -1.9394], [1.9801, -3.0719, -2.4341], [1.4419, -2.1762, -1.5222], [2.3385, -1.1094, -1.2075], [1.0240, -2.7785, -0.3057], [0.2670, -1.5211, -2.0643], [0.0264, 2.5532, -4.1294], [0.2582, 2.7868, -5.5412], [-0.4746, 1.7767, -6.3007], [-0.0491, 0.4278, -5.9496], [-0.2781, 0.2255, -4.5328], [0.4478, 1.2072, -3.6995], [1.8797, 1.0752, -4.0334], [2.1447, 1.2842, -5.4444], [1.6828, 2.6176, -5.8158], [1.3804, 0.3079, -6.2155], [-1.0440, 2.6709, -3.9302], [0.5839, 3.2979, -3.5498], [-0.3010, 1.9453, -7.3642], [-1.5418, 1.8792, -6.0857], [0.0452, -0.7760, -4.2444], [-1.3499, 0.3270, -4.3340], [2.2125, 0.0733, -3.7470], [2.4520, 1.8216, -3.4695], [1.8598, 2.7701, -6.8830], [2.2497, 3.3669, -5.2546], [1.7108, -0.6991, -5.9493], [1.5633, 0.4842, -7.2782]], "forces_ev_per_a": [[-3.02, 4.54, 0.75], [-0.20, -0.22, -0.23], [0.01, -0.01, 0.54], [0.02, 0.02, -0.41], [-0.01, -0.11, 0.40], [0.14, 0.02, -0.38], [-0.26, 0.05, 0.40], [0.52, -0.17, 0.00], [0.11, -0.15, 0.17], [0.14, 0.06, -0.03], [0.14, 0.04, -0.03], [-0.08, -0.10, -0.11], [0.03, 0.08, 0.01], [-0.03, -0.16, -0.01], [-0.01, 0.08, -0.12], [-0.09, 0.08, 0.09], [0.12, -0.07, 0.04], [-0.13, -0.07, -0.10], [0.09, 0.00, -0.01], [-0.12, 0.09, -0.21], [-0.04, -0.12, 0.16], [0.02, 0.05, 0.05], [-0.07, 0.01, -0.12], [-0.07, -0.01, -0.15], [0.14, -0.15, -0.10], [-0.29, -0.20, -0.54], [-0.21, 0.03, -0.02], [0.15, -0.07, -0.05], [-0.21, -0.05, 1.33], [0.35, 0.01, 0.21], [0.05, 0.01, 0.29], [1.39, 0.14, 0.25], [-0.88, -1.05, 0.47], [0.12, 0.55, -0.54], [-0.33, -0.28, -0.19], [0.19, 0.00, 0.32], [0.31, 0.41, -0.10], [0.16, 0.17, -0.14], [-0.12, -0.05, 0.14], [0.23, 0.21, 0.26], [0.03, -0.07, -0.20], [-0.05, -0.18, 0.51], [0.07, -0.01, 0.08], [-0.03, 0.01, 0.14], [0.01, 0.08, 0.06], [0.10, -0.03, 0.05], [0.17, -0.08, 0.01], [-0.16, 0.02, 0.06], [-0.14, 0.06, 0.03], [0.02, -0.02, 0.13], [-0.04, -0.05, 0.02], [-0.06, -0.08, -0.01], [-0.03, -0.10, -0.01], [-0.03, -0.03, -0.04], [-0.01, -0.01, -0.01], [0.45, -0.80, -0.50], [1.47, -2.19, -3.87], [1.08, 0.87, 0.60], [-0.06, -1.34, 1.54], [-0.95, 0.21, -0.64], [-0.02, 0.08, 0.05], [-0.08, 0.30, -0.07], [-0.13, 0.08, -0.06], [-0.22, -0.23, -0.19], [-0.02, -0.10, 0.08], [-0.02, 0.15, 0.03], [0.10, -0.10, 0.07], [0.31, -0.02, -0.03], [0.12, 0.16, -0.01], [0.07, -0.11, -0.04], [0.02, 0.02, 0.05], [-0.06, -0.02, -0.01], [-0.07, -0.02, 0.00], [0.02, 0.01, -0.09], [-0.05, 0.08, -0.09], [-0.02, -0.03, 0.02], [0.02, 0.07, 0.01], [-0.01, -0.06, 0.01], [0.01, 0.02, 0.07], [-0.03, -0.04, -0.05], [0.01, 0.03, -0.06], [-0.01, -0.10, 0.06]], "lowdin_spin": [4.0361, -0.0041, -0.0003, -0.0001, -0.0040, -0.0001, -0.0003, -0.0044, 0.0002, 0.0001, -0.0001, 0.0000, 0.0000, -0.0001, 0.0001, 0.0000, -0.0001, -0.0002, 0.0000, 0.0002, 0.0001, 0.0000, -0.0001, 0.0000, 0.0000, 0.0002, 0.0000, 0.0000, -0.0002, -0.0032, 0.0000, -0.0056, -0.0004, -0.0002, -0.0001, 0.0000, 0.0000, 0.0000, -0.0001, -0.0002, -0.0033, 0.0000, 0.0000, 0.0000, 0.0000, 0.0000, 0.0000, 0.0000, 0.0000, 0.0000, 0.0000, 0.0000, 0.0000, 0.0000, 0.0000, 0.0006, 0.0000, -0.0027, -0.0045, -0.0034, 0.0000, 0.0000, 0.0000, 0.0000, 0.0000, 0.0000, 0.0000, 0.0000, 0.0000, 0.0000, 0.0000, 0.0000, 0.0000, 0.0000, 0.0000, 0.0000, 0.0000, 0.0000, 0.0000, 0.0000, 0.0000, 0.0000], "multiplicity": 5, "charge": 1, "e_tot_ha": -3763.912061, "homo_lumo_gap_ha": [0.298, 0.299], "de_lowest_kj_mol": 173.3}

***

[3]
{"formula": "C26H38ClKNO2P", "method": "the ωB97M-V functional and the def2-TZVPD basis", "elements": ["K", "Cl", "C", "C", "C", "C", "C", "C", "C", "O", "O", "H", "H", "H", "H", "N", "C", "H", "C", "C", "C", "C", "C", "C", "P", "C", "C", "C", "C", "C", "C", "C", "C", "C", "C", "C", "C", "H", "H", "H", "H", "H", "H", "H", "H", "H", "H", "H", "H", "H", "H", "H", "H", "H", "H", "H", "H", "H", "H", "H", "H", "H", "H", "H", "H", "H", "H", "H", "H", "H"], "coordinates": [[2.9561, 0.7660, 0.9605], [4.2367, -4.8023, -3.9721], [4.7787, -3.6265, -2.8045], [3.8479, -2.8083, -2.1883], [4.2912, -1.8772, -1.2586], [5.6371, -1.7540, -0.9422], [6.5490, -2.5889, -1.5759], [6.1294, -3.5266, -2.5079], [6.1150, -0.7240, 0.0898], [7.3143, -0.7085, 0.3564], [5.1949, 0.0168, 0.5599], [2.7999, -2.9004, -2.4376], [3.5741, -1.2315, -0.7650], [7.5943, -2.4833, -1.3169], [6.8371, -4.1772, -3.0043], [2.9674, 0.1794, 5.1613], [2.6924, 0.3579, 4.0498], [3.2619, 0.0196, 6.1016], [-3.2767, 0.2173, 3.6896], [-3.2393, 1.6310, 3.0859], [-2.0428, 1.8209, 2.1385], [-1.7279, 0.5166, 1.3949], [-1.2471, -0.5420, 2.4188], [-1.8598, -0.3294, 3.8128], [-0.4327, 0.7862, 0.0953], [-0.5794, -0.6836, -1.0388], [-2.0102, -1.1344, -1.4322], [-2.4039, -2.4471, -0.7606], [-1.4785, -3.5949, -1.1822], [-0.0279, -3.1146, -1.3700], [0.2515, -1.8748, -0.5232], [-1.0698, 2.1607, -0.9964], [-0.5149, 3.5239, -0.5490], [-0.6933, 4.5781, -1.6516], [-2.0337, 4.4138, -2.3940], [-3.0490, 3.6935, -1.5145], [-2.5941, 2.2512, -1.2542], [-3.8602, -0.4514, 3.0496], [-3.7773, 0.2326, 4.6587], [-3.1804, 2.3741, 3.8845], [-4.1689, 1.8255, 2.5458], [-1.1532, 2.1229, 2.7008], [-2.2589, 2.6334, 1.4451], [-2.6500, 0.1644, 0.9217], [-0.1560, -0.5135, 2.4985], [-1.5104, -1.5389, 2.0618], [-1.2532, 0.3807, 4.3835], [-1.8443, -1.2679, 4.3688], [-0.0715, -0.3269, -1.9421], [-2.0579, -1.2634, -2.5181], [-2.7433, -0.3690, -1.1856], [-3.4412, -2.6903, -0.9976], [-2.3624, -2.3188, 0.3251], [-1.8374, -4.0376, -2.1136], [-1.5176, -4.3838, -0.4283], [0.1494, -2.8604, -2.4200], [0.6702, -3.9150, -1.1222], [1.3140, -1.6236, -0.5615], [0.0196, -2.0925, 0.5217], [-0.5742, 1.9384, -1.9498], [0.5410, 3.4318, -0.2878], [-1.0246, 3.8510, 0.3600], [0.1314, 4.5027, -2.3637], [-0.6310, 5.5731, -1.2062], [-1.8878, 3.8278, -3.3065], [-2.4130, 5.3865, -2.7097], [-4.0369, 3.6867, -1.9785], [-3.1560, 4.2330, -0.5676], [-2.8430, 1.6434, -2.1253], [-3.1630, 1.8416, -0.4169]], "forces_ev_per_a": [[-0.06, 0.09, 0.20], [0.00, -0.01, -0.02], [0.05, 0.03, 0.03], [0.03, 0.06, 0.05], [-0.04, -0.13, -0.12], [-0.06, 0.05, 0.07], [-0.02, -0.01, 0.00], [-0.02, -0.01, -0.02], [0.02, 0.01, -0.06], [-0.07, 0.01, 0.02], [0.01, 0.00, 0.04], [-0.04, -0.01, 0.00], [0.09, -0.07, -0.07], [0.00, 0.00, 0.00], [-0.01, 0.01, 0.01], [0.00, 0.01, -0.09], [0.00, 0.02, -0.02], [0.00, -0.01, 0.01], [0.03, 0.03, 0.00], [0.04, -0.04, 0.01], [-0.04, -0.05, 0.00], [0.09, 0.05, 0.05], [-0.03, 0.05, 0.03], [0.00, 0.02, -0.04], [0.02, -0.04, -0.11], [-0.07, -0.04, 0.09], [0.05, 0.00, 0.00], [0.02, -0.01, 0.01], [0.02, 0.04, 0.01], [-0.02, 0.02, 0.02], [-0.02, 0.01, -0.06], [0.03, 0.04, 0.09], [-0.06, 0.00, -0.05], [-0.02, -0.05, 0.00], [0.00, 0.00, 0.02], [0.04, -0.01, 0.02], [0.03, 0.04, 0.03], [0.00, 0.00, 0.00], [-0.01, 0.00, -0.01], [-0.02, 0.00, 0.00], [0.00, 0.01, -0.01], [-0.01, 0.01, 0.00], [0.00, -0.02, 0.03], [0.00, -0.01, -0.01], [0.01, -0.02, -0.01], [0.01, 0.00, 0.00], [0.00, -0.02, 0.01], [0.00, 0.00, 0.00], [-0.02, 0.01, -0.03], [-0.01, -0.01, 0.01], [-0.02, 0.04, -0.03], [0.00, 0.00, 0.00], [-0.02, 0.00, -0.04], [-0.01, 0.00, 0.00], [0.01, -0.01, -0.01], [0.01, -0.01, 0.00], [0.03, 0.01, -0.01], [0.02, 0.00, 0.01], [0.01, 0.00, 0.04], [0.00, -0.02, -0.02], [0.02, 0.01, 0.00], [0.04, 0.00, -0.01], [0.01, 0.01, 0.00], [0.01, 0.00, 0.00], [0.00, 0.00, 0.00], [0.01, 0.00, -0.01], [0.00, 0.00, 0.00], [-0.01, -0.01, -0.01], [-0.01, -0.02, -0.02], [0.00, -0.01, -0.02]], "lowdin_charge": [0.7010, 0.6370, -0.6724, -0.1089, -0.0380, -0.1255, -0.0137, -0.1005, -0.6602, 0.0106, -0.2581, 0.0838, 0.0565, 0.1177, 0.1020, 0.0855, -0.0480, 0.0846, -0.1995, -0.1821, -0.2122, -0.4523, -0.2113, -0.1975, 1.0789, -0.4341, -0.1894, -0.1968, -0.1855, -0.1932, -0.2195, -0.4390, -0.2337, -0.1876, -0.1974, -0.2006, -0.2021, 0.1122, 0.1069, 0.1093, 0.1081, 0.1191, 0.0800, 0.1030, 0.0844, 0.0899, 0.1102, 0.1097, 0.1041, 0.1213, 0.0752, 0.1124, 0.0896, 0.1078, 0.1078, 0.1125, 0.1101, 0.0797, 0.0986, 0.1092, 0.0917, 0.0952, 0.1074, 0.1077, 0.1118, 0.1060, 0.1109, 0.1121, 0.1077, 0.0898], "e_tot_ha": -2620.264001, "homo_lumo_gap_ha": 0.294, "de_lowest_kj_mol": 99.7}

***

What is the formula in the third record? C26H38ClKNO2P

***

Which formula does entry 2 have? C26H38ClHoN9O6S